(1)
ORCA calculation (ωB97M-V/def2-TZVPD) on a molecular structure, C18H18BaF14N2O18PS4.

XYZ file:
```
76
Properties=species:S:1:pos:R:3:forces:R:3
Ba -0.893956 0.366033 -0.530195 -0.02 1.52 1.43
P -1.687218 2.553465 2.579396 -0.67 2.59 0.32
F -2.970187 2.809702 3.489236 -0.35 -1.29 0.36
F -1.549631 0.993751 3.011720 -0.32 0.41 -0.02
F -2.616890 2.094247 1.299275 -0.38 -0.27 0.34
F -0.456979 2.398510 1.541242 0.87 -0.07 0.18
F -1.874541 4.134355 2.164977 0.65 -0.45 -0.83
F -0.712105 3.047662 3.791423 -0.08 -0.96 -0.76
C -1.484344 -4.112965 -1.419201 0.07 -0.39 1.05
F -1.645886 -5.342244 -0.944108 0.43 0.13 0.29
F -0.666764 -4.177701 -2.450390 -0.26 0.24 -0.33
F -2.702448 -3.679168 -1.728964 0.60 0.41 -0.53
S -0.645189 -2.930661 -0.112453 -0.66 1.74 -0.53
O -0.102445 -3.677307 0.969819 -0.44 -0.50 -0.04
O 0.311250 -2.076853 -0.814370 -1.11 -0.65 0.07
N -1.956654 -1.890721 0.278229 2.63 -1.63 -2.15
S -2.787133 -2.595986 1.373102 -2.05 -1.00 3.23
O -3.172308 -3.965771 1.090675 0.49 0.72 0.00
O -2.223809 -2.284322 2.665679 -0.76 -0.18 -0.28
C -4.464539 -1.717117 1.222656 1.30 0.64 -0.65
F -4.308047 -0.392093 1.038356 0.11 -0.10 0.37
F -5.036549 -2.165337 0.105057 -0.50 -0.35 0.13
F -5.231841 -1.918454 2.278103 0.07 -0.21 -0.20
N 0.424851 0.316640 -2.800361 2.24 3.06 -3.18
S -0.038343 -0.371404 -4.120313 -3.06 -7.43 -2.86
O 0.964227 -1.096071 -4.879566 -0.38 1.57 1.00
O -1.157148 0.104939 -4.883988 0.70 1.00 0.80
F -0.751264 -1.613893 -3.327198 -0.02 0.56 0.10
S 1.222759 1.574330 -3.732707 2.23 3.37 1.72
O 0.384086 2.518586 -4.416680 -0.07 -1.18 0.77
O 2.487043 1.281428 -4.360267 -1.38 -0.59 1.04
F 1.632149 2.317282 -2.367814 -0.08 0.01 -0.62
C -0.899969 4.186729 -1.126859 -0.31 0.97 1.03
O -1.686442 3.033938 -1.273104 -0.42 -1.46 -1.10
C -2.868764 3.254126 -2.064770 0.18 0.19 0.43
C -3.777576 2.002483 -2.288360 -0.02 -0.21 1.60
O -3.064578 0.791173 -2.064469 0.57 -1.11 -0.58
C -3.777642 -0.416136 -2.432353 -0.34 0.56 -0.97
H 0.029262 3.940721 -0.614635 0.15 -0.34 -0.51
H -1.373689 4.860539 -0.400593 -0.26 0.08 -0.18
H -0.763588 4.736630 -2.060487 0.26 -0.29 -0.14
H -2.615019 3.666004 -3.045003 0.39 -0.13 -0.03
H -3.379805 4.054127 -1.521335 -0.66 -0.19 -0.19
H -4.250013 2.070101 -3.270484 0.26 -0.18 -0.15
H -4.560234 1.866576 -1.533537 -0.32 1.06 -0.10
H -4.844434 -0.380127 -2.197638 0.06 0.33 0.43
H -3.370435 -1.318911 -1.984307 0.39 0.38 0.34
H -3.727484 -0.542562 -3.516549 0.20 0.06 -0.05
C 2.279840 -1.914369 2.385441 -0.73 0.38 -0.69
C 2.884499 -2.748834 3.211787 1.40 -1.98 0.40
C 2.661108 -2.823633 4.690957 -1.57 1.68 0.03
O 3.272273 -3.575295 5.418179 0.34 -0.18 -0.28
C 1.579835 -1.925334 5.110711 0.63 -0.50 0.39
C 0.880995 -1.161279 4.257519 -2.26 0.70 0.87
C 1.143161 -1.053700 2.802673 2.28 -1.24 -1.52
O 0.565550 -0.408250 1.948147 -0.65 -0.05 1.16
O -0.213263 -0.545566 4.727322 0.64 -0.10 -0.10
O 3.712811 -3.729749 2.777459 0.09 0.67 -0.57
H 2.460561 -2.008637 1.321846 0.00 0.14 -0.04
H 1.255256 -1.952451 6.141871 0.04 -0.01 0.02
H -0.705232 -0.095784 4.017437 0.05 0.15 -0.08
H 4.191295 -4.109996 3.528218 -0.29 0.04 0.30
C 3.933348 1.634622 0.542895 -0.34 -0.48 -0.08
C 5.239294 1.703163 0.281733 1.38 0.37 0.53
C 5.912090 0.970087 -0.851001 -1.00 -0.21 -0.12
O 7.083759 1.065672 -1.150336 -0.09 0.43 0.64
C 5.001254 0.065801 -1.519531 -0.67 -1.06 -0.48
C 3.677152 -0.029020 -1.284090 -0.41 -0.37 0.33
C 2.982412 0.841896 -0.277702 0.80 2.28 1.34
O 1.789902 1.010168 -0.046478 0.83 -1.21 -1.06
O 2.929180 -1.034523 -1.746539 0.43 -0.10 -0.79
O 6.047390 2.388236 1.111090 -0.38 0.44 0.49
H 3.525936 2.099310 1.430240 -0.04 0.23 -0.12
H 5.444333 -0.678046 -2.169087 -0.02 0.15 -0.23
H 2.121324 -0.687915 -2.162728 -0.34 -0.18 0.24
H 6.984197 2.395153 0.886086 -0.07 -0.40 -0.65
```
Forces are in eV/Å.

Charge ... -1

For each atom in turn, the Mulliken charge in e is: atom 1 (Ba): 2.222, atom 2 (P): 1.667, atom 3 (F): -0.434, atom 4 (F): -0.648, atom 5 (F): -0.417, atom 6 (F): -0.542, atom 7 (F): -0.437, atom 8 (F): -0.419, atom 9 (C): 0.568, atom 10 (F): -0.218, atom 11 (F): -0.194, atom 12 (F): -0.184, atom 13 (S): 0.555, atom 14 (O): -0.552, atom 15 (O): -0.457, atom 16 (N): -0.550, atom 17 (S): 0.725, atom 18 (O): -0.669, atom 19 (O): -0.606, atom 20 (C): 0.622, atom 21 (F): -0.174, atom 22 (F): -0.220, atom 23 (F): -0.213, atom 24 (N): -0.228, atom 25 (S): 0.829, atom 26 (O): -0.644, atom 27 (O): -0.629, atom 28 (F): -0.301, atom 29 (S): 0.875, atom 30 (O): -0.599, atom 31 (O): -0.553, atom 32 (F): -0.212, atom 33 (C): -1.064, atom 34 (O): 0.401, atom 35 (C): -0.845, atom 36 (C): -0.919, atom 37 (O): 0.333, atom 38 (C): -0.874, atom 39 (H): 0.194, atom 40 (H): 0.344, atom 41 (H): 0.372, atom 42 (H): 0.462, atom 43 (H): 0.385, atom 44 (H): 0.296, atom 45 (H): 0.432, atom 46 (H): 0.361, atom 47 (H): 0.062, atom 48 (H): 0.306, atom 49 (C): -1.106, atom 50 (C): 0.502, atom 51 (C): 0.600, atom 52 (O): -0.635, atom 53 (C): -0.661, atom 54 (C): 0.165, atom 55 (C): 0.579, atom 56 (O): 0.555, atom 57 (O): -0.529, atom 58 (O): -0.589, atom 59 (H): 0.509, atom 60 (H): 0.467, atom 61 (H): 0.481, atom 62 (H): 0.345, atom 63 (C): -1.215, atom 64 (C): 0.447, atom 65 (C): 0.361, atom 66 (O): -0.612, atom 67 (C): -0.639, atom 68 (C): 0.407, atom 69 (C): 0.405, atom 70 (O): 0.428, atom 71 (O): -0.514, atom 72 (O): -0.554, atom 73 (H): 0.504, atom 74 (H): 0.501, atom 75 (H): 0.252, atom 76 (H): 0.337

---

(2)
ORCA calculation (ωB97M-V/def2-TZVPD) on a single C18H18BrN3O3 molecule.

XYZ file:
```
43
Properties=species:S:1:pos:R:3:forces:R:3
C -3.161978 -3.838581 -0.659977 0.14 -0.22 -0.25
C -2.137857 -2.807486 -1.043925 -0.27 -0.26 0.06
O -1.332360 -2.964717 -1.937252 -0.03 0.10 0.01
C -2.174585 -1.570487 -0.260924 -0.21 0.51 0.38
C -3.028129 -1.165735 0.703341 0.39 -0.22 -0.44
O -4.082899 -1.759084 1.257002 -0.03 0.08 0.07
C -2.637375 0.192939 1.172172 -0.07 0.17 0.04
O -3.204658 0.809846 2.055242 -0.15 -0.05 0.14
N -1.574024 0.563870 0.432708 -0.07 0.00 -0.03
C -0.769609 1.725791 0.710682 0.10 0.26 0.02
C -0.595846 2.636065 -0.507762 0.13 0.01 0.29
C 0.617712 3.557399 -0.333233 -0.60 0.03 -0.23
N 1.836949 2.795919 -0.284684 0.31 -0.04 0.03
C 2.548018 2.445621 0.830555 0.22 -0.04 0.25
C 3.562099 1.641906 0.397465 -0.12 0.13 0.24
N 3.483731 1.484751 -0.949125 0.32 -0.13 -0.50
C 2.448255 2.179828 -1.325288 0.02 0.06 -0.11
C -1.154635 -0.476296 -0.487869 -0.01 -0.34 -0.25
C 0.260028 -0.934370 -0.219186 0.13 0.06 -0.04
C 0.643882 -1.261632 1.076109 0.02 0.03 -0.15
C 1.944142 -1.642394 1.346584 0.05 -0.05 0.03
C 2.857029 -1.702675 0.306928 0.05 -0.10 -0.06
Br 4.648324 -2.204651 0.680014 -0.06 0.04 -0.02
C 2.489886 -1.400805 -0.991591 0.12 -0.13 0.11
C 1.187497 -1.013163 -1.247437 -0.14 -0.04 0.23
H -3.059681 -4.715532 -1.292739 0.02 -0.01 -0.03
H -3.029640 -4.115708 0.383345 -0.04 -0.02 0.12
H -4.160451 -3.419540 -0.761853 -0.11 0.02 0.03
H -4.442950 -1.140773 1.920482 0.11 -0.01 -0.09
H -1.264165 2.259775 1.526120 0.10 -0.04 -0.04
H 0.217580 1.390372 1.053713 -0.15 0.05 0.00
H -0.434542 2.023389 -1.396104 -0.02 0.04 -0.07
H -1.492327 3.236299 -0.663894 -0.05 -0.02 -0.06
H 0.668993 4.256431 -1.173560 0.02 0.00 0.18
H 0.526604 4.130493 0.592706 0.08 0.02 -0.11
H 2.289993 2.805160 1.805744 -0.09 0.09 0.19
H 4.341756 1.174150 0.963919 0.12 -0.09 0.21
H 2.111841 2.276322 -2.338401 -0.18 0.08 -0.24
H -1.222930 -0.125981 -1.525690 0.01 -0.03 0.10
H -0.077223 -1.212387 1.879949 -0.08 0.02 0.11
H 2.246528 -1.888113 2.352954 0.04 -0.02 0.06
H 3.213855 -1.447399 -1.788712 0.08 0.02 -0.03
H 0.893160 -0.778827 -2.258541 -0.07 0.04 -0.13
```
Forces are in eV/Å.

SMILES ... CC(=O)C1=C(O)C(=O)N(CCCn2ccnc2)[C@H]1c1ccc(Br)cc1

For each atom in turn, the Mulliken charge in e is: atom 1 (C): -1.341, atom 2 (C): 0.635, atom 3 (O): -0.591, atom 4 (C): -0.849, atom 5 (C): 0.812, atom 6 (O): -0.609, atom 7 (C): 0.793, atom 8 (O): -0.744, atom 9 (N): 0.160, atom 10 (C): -0.700, atom 11 (C): -0.293, atom 12 (C): -1.055, atom 13 (N): 0.294, atom 14 (C): -0.193, atom 15 (C): -0.663, atom 16 (N): -0.520, atom 17 (C): -0.258, atom 18 (C): -0.399, atom 19 (C): 0.207, atom 20 (C): 0.010, atom 21 (C): -0.881, atom 22 (C): 0.076, atom 23 (Br): -0.152, atom 24 (C): -0.807, atom 25 (C): 0.101, atom 26 (H): 0.365, atom 27 (H): 0.342, atom 28 (H): 0.353, atom 29 (H): 0.324, atom 30 (H): 0.412, atom 31 (H): 0.242, atom 32 (H): 0.271, atom 33 (H): 0.354, atom 34 (H): 0.396, atom 35 (H): 0.362, atom 36 (H): 0.453, atom 37 (H): 0.480, atom 38 (H): 0.437, atom 39 (H): 0.437, atom 40 (H): 0.372, atom 41 (H): 0.437, atom 42 (H): 0.373, atom 43 (H): 0.556

---

(3)
ORCA calculation (ωB97M-V/def2-TZVPD) on a molecular structure, C18H18Cl2N2O2.

XYZ file:
```
42
Properties=species:S:1:pos:R:3:forces:R:3
O -0.274461 0.036978 1.146816 -1.18 5.07 -1.33
C -0.582086 1.311355 0.810826 6.23 -9.31 -3.74
N -0.108347 1.910854 -0.246238 5.60 -1.85 -4.02
H -0.174111 2.866970 -0.444436 -0.77 1.36 0.42
C 1.089543 1.371363 -1.325098 -2.36 -6.16 5.79
H 0.986791 0.111045 -1.061996 -0.18 3.66 -1.11
C 2.615922 1.578943 -0.829687 -7.70 6.96 -16.49
H 3.035577 1.152246 -1.794997 0.69 0.16 1.69
C 2.919408 1.322143 0.359241 0.30 -5.32 13.60
C 3.409983 -0.045974 0.682791 -2.10 -2.81 1.59
N 2.192041 -1.215527 0.468835 3.04 2.47 -0.48
C 2.337787 -2.099991 -0.616310 4.85 3.50 2.18
O 3.495511 -2.083559 -1.238533 -5.46 -1.47 1.62
C 1.024802 -2.813993 -0.569380 4.72 6.19 -13.11
C 0.569727 -3.406275 0.360079 -0.93 -7.72 17.17
C -0.504839 -4.263291 0.445813 -3.24 1.06 -2.84
C -1.125329 -4.132227 -0.789325 -6.41 -8.03 4.10
C -0.674485 -3.573743 -1.889053 -7.95 -2.05 -7.65
C 0.266365 -2.776550 -1.838777 8.17 3.20 3.74
Cl 1.022650 -2.037653 -3.090417 0.55 1.41 -2.52
H -1.259846 -3.565579 -2.998878 1.28 -0.58 3.29
H -2.161792 -4.989479 -0.862147 2.98 2.98 -0.20
H -1.070466 -4.795106 1.259956 1.50 0.82 -0.72
H 1.125307 -3.552111 1.554531 -0.69 1.17 -3.80
H 1.235286 -0.853548 0.678070 0.69 -0.31 0.19
H 4.117640 -0.306037 -0.014008 1.59 -1.05 -1.67
H 3.943859 -0.101593 1.696147 -1.43 -0.21 -1.18
H 3.625045 1.943281 0.665745 3.88 2.65 1.37
H 2.243497 1.496253 1.262446 -0.53 0.34 -1.72
H 2.531548 2.737356 -1.047497 1.38 -1.61 0.45
H 0.590053 1.440551 -2.265224 0.61 0.83 -0.90
C -1.429772 2.046181 1.463482 -4.42 2.49 9.92
C -2.449682 2.883218 1.128875 1.88 -0.32 -0.89
C -3.115047 3.652256 1.933884 -2.25 1.45 3.88
C -3.024659 3.442746 3.319621 -3.05 0.77 1.26
C -2.341292 2.465321 3.883539 5.09 -1.18 -4.39
C -1.399533 1.924838 2.825540 1.55 -4.01 7.53
H -0.581029 1.034093 3.588139 -2.14 2.79 -3.38
H -2.085271 2.372938 4.908686 -0.35 -0.53 0.67
H -3.772306 3.800221 4.030322 -0.02 1.28 -0.63
H -3.914781 4.306943 1.735804 -0.57 0.66 -1.33
Cl -2.601110 2.863822 -0.447984 -2.85 1.26 -6.41
```
Forces are in eV/Å.

For each atom in turn, the Mulliken charge in e is: atom 1 (O): -0.775, atom 2 (C): -0.057, atom 3 (N): -0.373, atom 4 (H): 0.379, atom 5 (C): -0.479, atom 6 (H): -0.170, atom 7 (C): -0.426, atom 8 (H): 0.315, atom 9 (C): -0.463, atom 10 (C): -1.002, atom 11 (N): -0.182, atom 12 (C): -0.264, atom 13 (O): -0.728, atom 14 (C): 0.475, atom 15 (C): 0.924, atom 16 (C): -0.829, atom 17 (C): -0.157, atom 18 (C): -0.337, atom 19 (C): 0.424, atom 20 (Cl): -0.195, atom 21 (H): 0.123, atom 22 (H): 0.093, atom 23 (H): 0.337, atom 24 (H): 0.050, atom 25 (H): 0.342, atom 26 (H): 0.523, atom 27 (H): 0.311, atom 28 (H): 0.572, atom 29 (H): 0.064, atom 30 (H): 0.251, atom 31 (H): 0.661, atom 32 (C): 0.585, atom 33 (C): 1.137, atom 34 (C): -1.010, atom 35 (C): -0.132, atom 36 (C): -0.870, atom 37 (C): -0.044, atom 38 (H): 0.048, atom 39 (H): 0.402, atom 40 (H): 0.311, atom 41 (H): 0.406, atom 42 (Cl): -0.238

---

Number 1: frontier orbital gap 7.43 eV, highest occupied orbital energy -0.2706 Eh. Number 2: frontier orbital gap 8.73 eV, highest occupied orbital energy -0.3222 Eh. Number 3: frontier orbital gap 8.95 eV, highest occupied orbital energy -0.3238 Eh.